The following is a DFT calculation (the ωB97M-V functional and the def2-TZVPD basis) of a structure of composition C35H53MnN4OP2S at a distorted geometry.

Structure (ORCA input):
```
! wB97M-V def2-TZVPD RIJCOSX def2/J DEFGRID3
* xyz 1 6
C -1.34 2.45 1.13
C -2.05 1.31 -0.79
C -2.37 3.37 1.02
C -3.08 2.23 -0.98
C -3.25 3.27 -0.05
H -2.43 4.17 1.76
H -3.75 2.10 -1.84
H -4.07 3.97 -0.17
N -1.24 1.40 0.29
P 1.27 1.64 1.63
P -1.53 -1.46 -0.94
C -0.23 2.60 2.16
H 0.01 3.66 2.30
H -0.57 2.22 3.14
C -1.70 0.20 -1.75
H -2.37 0.17 -2.62
C -0.96 -2.58 -2.39
C -3.27 -1.97 -0.34
C 2.20 2.91 0.57
C 2.13 1.34 3.30
C 0.58 -2.69 -2.36
H 0.96 -3.09 -1.42
H 0.89 -3.36 -3.18
H 1.06 -1.72 -2.52
C -1.54 -4.00 -2.26
H -1.24 -4.50 -1.33
H -2.64 -4.01 -2.33
H -1.16 -4.60 -3.09
C -1.36 -2.00 -3.76
H -1.03 -2.70 -4.54
H -2.44 -1.88 -3.88
H -0.87 -1.04 -3.96
C -3.14 -3.27 0.48
H -2.28 -3.23 1.17
H -4.05 -3.39 1.09
H -3.05 -4.16 -0.15
C -3.82 -0.89 0.61
H -3.12 -0.67 1.43
H -4.06 0.04 0.08
H -4.74 -1.28 1.06
C -4.23 -2.13 -1.54
H -3.84 -1.77 -2.49
H -4.54 -3.18 -1.66
H -5.15 -1.56 -1.34
C 3.53 0.77 3.05
H 3.94 0.40 4.00
H 3.50 -0.07 2.34
H 4.22 1.54 2.68
C 1.30 0.28 4.06
H 0.28 0.62 4.28
H 1.24 -0.66 3.49
H 1.80 0.07 5.02
C 2.22 2.60 4.17
H 2.47 2.29 5.20
H 3.02 3.28 3.85
H 1.28 3.16 4.22
C 1.32 3.39 -0.61
H 1.81 4.26 -1.08
H 1.21 2.61 -1.36
H 0.32 3.71 -0.28
C 3.44 2.21 -0.01
H 3.17 1.32 -0.58
H 3.96 2.92 -0.68
H 4.16 1.92 0.77
C 2.62 4.16 1.36
H 1.76 4.67 1.83
H 3.38 3.95 2.12
H 3.07 4.87 0.65
Mn 0.40 -0.13 0.42
C -0.67 -0.86 1.69
O -1.16 -1.33 2.66
N 0.82 0.31 -1.39
C -0.08 0.56 -2.24
C 0.10 1.24 -3.55
C 1.38 1.25 -4.14
C -0.96 1.92 -4.17
C 1.56 1.86 -5.39
H 2.20 0.77 -3.60
C -0.78 2.52 -5.42
H -1.92 1.98 -3.66
C 0.48 2.48 -6.03
H 2.54 1.85 -5.86
H -1.63 3.02 -5.89
H 0.62 2.95 -7.00
C 3.15 -2.91 3.62
N 1.98 -3.46 2.94
C 1.22 -4.51 3.41
C 0.24 -4.74 2.51
N 0.38 -3.79 1.52
C 1.45 -2.98 1.78
S 2.01 -1.64 0.85
H 3.85 -2.50 2.88
H 2.86 -2.12 4.33
H 3.63 -3.72 4.18
H 1.46 -5.00 4.34
H -0.54 -5.49 2.47
H -0.20 -3.72 0.68
*
```

HOMO energy (alpha / beta) = -8.8 / -10.4 eV
Gap between HOMO and LUMO (alpha / beta) = 6.79 / 7.30 eV